Below is a 7-piece molecular cluster, C35H70ClNO8 overall, with properties calculated with ωB97M-V with the def2-TZVPD basis set.

Its HOMO-LUMO gap is 9.9454 eV. The SMILES is CCCCCCCNC(=O)OCCCCl.C1CCOC1.C1CCOC1.C1CCOC1.C1CCOC1.C1CCOC1.C1CCOC1. The value obtained for the electronic energy is -67814.9253 eV. Its energy above the lowest of the compared OMol25 structures with the same formula, charge and spin is 140.0 kcal/mol. The charge is 0. The value obtained for the strongest force on any atom is 8.566 eV/A. For the LUMO energy, the calculation gives 0.6 eV.

Each line ends with the Mulliken charge.
Atoms and positions in Å:
Cl (2.1618, 0.0541, 0.8695)  -0.2639
O (0.6392, 5.5884, 0.0263)  -0.5306
O (-2.3968, 1.8592, -1.7672)  -0.2762
O (-2.1982, -3.4677, 2.3787)  -0.2824
O (-2.9498, -3.3466, 7.3480)  -0.3468
O (0.7741, -2.6370, -3.9662)  -0.3003
O (-5.8406, -0.5647, -0.0052)  -0.4737
O (2.3043, 1.0745, -3.8871)  -0.0104
O (1.5567, 4.3913, -1.9765)  -0.2765
N (2.8764, 6.2294, -0.7969)  -0.3826
C (1.7037, 1.7365, -5.0088)  -0.4411
C (-3.5740, -2.8682, 9.5813)  -0.5486
C (4.0025, 5.3964, -0.2064)  0.2638
C (5.7216, 2.8167, -2.4271)  -0.6631
C (5.2743, 1.9885, -1.0674)  0.7743
C (-4.8165, 0.1973, 0.6486)  0.1412
C (2.8191, -0.1902, -4.3262)  -0.5596
C (1.1045, 2.4180, -0.3016)  -0.6280
C (-2.7318, 0.8116, -2.6878)  -0.1234
C (0.7554, -4.0455, -4.2363)  -0.5502
C (-4.4681, -0.5387, 1.9239)  -0.5842
C (-1.7761, -3.4074, 8.1702)  -0.3009
C (2.2635, -0.4328, -5.7126)  -0.3120
C (5.3230, 5.2483, -1.1671)  -0.6500
C (-4.7341, -1.9723, 1.5435)  -0.0737
C (-4.3771, 2.4726, -2.9102)  -0.7074
C (-1.1740, -2.7056, 3.0325)  -0.3775
C (5.1082, 4.3344, -2.5112)  -0.1025
C (0.7037, 3.2351, -1.6645)  0.8785
C (-2.2984, -4.7446, 3.0242)  -0.5158
C (-1.1366, -3.5727, -2.9279)  -0.4673
C (-2.0902, -2.6466, 9.4398)  -0.5925
C (2.1200, 0.9696, -6.2449)  -0.6743
C (-4.0362, -2.8480, 8.1406)  -0.4669
C (-0.2642, -2.3402, -3.0222)  0.1750
C (-1.0916, -4.8753, 3.9274)  -0.6642
C (1.5932, 5.3761, -0.8848)  0.3952
C (-0.8257, -3.4417, 4.3078)  -0.1142
C (5.8431, 2.2158, 1.5116)  -0.5734
C (6.4961, 1.8389, 0.0190)  -0.6543
C (-0.1508, -4.6787, -3.2032)  -0.6727
C (-3.4730, 2.8071, -1.7441)  -0.3703
C (-4.1953, 0.9817, -3.0327)  -0.3147
C (1.6412, 0.8955, -0.7157)  0.3682
C (-5.9409, -1.8416, 0.6403)  -0.4886
H (-0.9243, -2.9870, 7.6286)  0.2432
H (2.9058, -1.0718, -6.3238)  0.4278
H (2.5852, 1.0471, -1.4294)  -0.2364
H (-3.0714, 3.8225, -1.8019)  0.3571
H (1.7745, -4.4411, -4.1989)  0.3096
H (-4.0133, 2.9668, -3.8190)  0.3129
H (-4.2525, -1.8276, 7.8068)  0.2937
H (1.4011, 1.0577, -7.0634)  0.3640
H (-3.8839, -2.3696, 0.9762)  -0.0399
H (1.9641, 2.8942, 0.3337)  0.3437
H (-1.5703, -4.4625, 8.3809)  0.2627
H (0.7683, 0.3176, -1.2389)  0.1753
H (2.5312, -0.9712, -3.6166)  0.1968
H (-4.8165, 0.4701, -2.2881)  0.0014
H (3.5603, 4.3627, 0.1179)  -0.4039
H (4.3385, 5.9404, 0.8003)  0.2116
H (-1.2688, -5.5315, 4.7832)  0.3421
H (-5.9894, -2.6329, -0.1129)  0.2751
H (-6.8715, -1.8515, 1.2182)  0.2606
H (-0.6147, -5.6046, -3.5526)  0.3619
H (3.1457, 6.3484, -1.8126)  0.3605
H (4.2904, 2.4325, -0.5843)  -0.7084
H (7.3150, 2.6552, -0.2582)  0.2454
H (-2.3469, -5.5358, 2.2710)  0.3093
H (1.2766, -0.9054, -5.6422)  0.0341
H (6.9034, 2.8142, -2.5914)  0.3452
H (-5.4140, 2.7770, -2.7467)  0.3586
H (3.0916, 1.3328, -6.6006)  0.2758
H (4.9747, 0.8892, -1.4224)  0.3488
H (5.6998, 4.8844, -3.3885)  0.3126
H (-1.5102, -2.9930, 10.2988)  0.3399
H (-4.9112, -2.6286, 2.3993)  0.3574
H (5.2900, 2.1861, -3.3396)  0.0047
H (-3.9565, 0.2504, -0.0273)  -0.2721
H (5.5962, 6.3370, -1.5371)  0.3386
H (0.4189, -4.9025, -2.2935)  0.2516
H (-4.0737, -2.1187, 10.2002)  0.3309
H (3.9117, -0.1186, -4.3428)  0.3370
H (5.7204, 3.3795, 1.5369)  0.1075
H (-1.5338, -1.6898, 3.2197)  0.1889
H (6.2225, 4.7477, -0.5656)  0.2145
H (-4.9248, -3.4644, 7.9767)  0.2496
H (0.2120, -2.1170, -2.0612)  0.0172
H (4.0009, 4.2478, -2.8788)  0.0067
H (-1.6420, -3.6645, -1.9632)  0.3261
H (-3.2290, -4.7544, 3.6020)  0.2611
H (-4.4497, 0.5872, -4.0197)  0.4003
H (-0.4580, 3.4852, -1.6615)  0.0760
H (0.1991, -3.2576, 4.6403)  0.4304
H (-2.0984, 0.9297, -3.5734)  0.1575
H (-1.8999, -3.5515, -3.7149)  0.2928
H (6.5180, 1.7969, 2.3782)  0.3352
H (-0.8192, -1.4569, -3.3500)  -0.0616
H (-5.1763, 1.2132, 0.8358)  0.3252
H (-3.4434, -0.3547, 2.2565)  0.2462
H (-0.2415, -5.2726, 3.3601)  0.2754
H (-1.5068, -3.1390, 5.1118)  -0.0856
H (0.6173, 1.7074, -4.8713)  0.1721
H (-2.5185, -0.1601, -2.2332)  0.1267
H (4.7727, 1.7098, 1.5424)  0.0984
H (2.0243, 2.7816, -5.0353)  0.2848
H (-5.1493, -0.2360, 2.7280)  0.2690
H (-3.9982, 2.6926, -0.7896)  0.1738
H (-0.3140, -2.6526, 2.3565)  0.2157
H (6.9414, 0.7377, 0.0073)  0.3246
H (-1.8865, -1.5788, 9.2958)  0.2782
H (0.3630, -4.1863, -5.2490)  0.3003
H (0.1151, 2.3067, 0.3508)  0.1976
H (0.8439, 2.4654, -2.5661)  -0.7495
H (-3.7613, -3.8554, 10.0199)  0.2546